(1)
{"formula": "C25H62N5O7V", "method": "ωB97M-V with the def2-TZVPD basis set", "species": ["O", "V", "O", "C", "C", "C", "C", "C", "C", "N", "O", "C", "C", "C", "H", "H", "H", "H", "H", "H", "H", "H", "H", "H", "H", "H", "H", "H", "H", "H", "H", "H", "C", "C", "C", "O", "C", "N", "H", "H", "H", "H", "H", "H", "H", "H", "H", "H", "H", "C", "C", "C", "O", "C", "N", "H", "H", "H", "H", "H", "H", "H", "H", "H", "H", "H", "C", "C", "C", "O", "C", "N", "H", "H", "H", "H", "H", "H", "H", "H", "H", "H", "H", "C", "C", "C", "O", "C", "N", "H", "H", "H", "H", "H", "H", "H", "H", "H", "H", "H"], "xyz": [[0.386, -1.461, 4.581], [-0.254, -0.699, 3.312], [-1.344, 0.304, 3.922], [1.375, 5.186, -2.479], [0.079, 4.461, -2.965], [-0.385, 5.162, -4.390], [0.580, 4.823, -5.526], [0.647, 3.303, -5.754], [0.927, 2.415, -4.447], [0.161, 2.977, -3.281], [0.003, 2.214, -2.060], [2.352, 2.346, -4.157], [0.365, 1.004, -4.806], [-1.065, 4.910, -1.985], [2.231, 5.171, -3.154], [1.773, 4.815, -1.535], [1.169, 6.245, -2.324], [-0.443, 6.226, -4.160], [-1.395, 4.837, -4.640], [1.566, 5.264, -5.380], [0.154, 5.233, -6.441], [1.441, 3.192, -6.492], [-0.280, 3.091, -6.286], [2.438, 1.601, -3.365], [2.925, 3.205, -3.808], [2.824, 1.954, -5.058], [-0.702, 1.141, -4.978], [0.487, 0.244, -4.034], [0.858, 0.538, -5.659], [-1.134, 5.963, -1.711], [-1.050, 4.347, -1.052], [-2.017, 4.713, -2.479], [4.757, 3.091, 5.496], [3.463, 3.786, 5.167], [3.796, 5.283, 5.026], [2.503, 5.911, 4.924], [2.504, 7.332, 4.872], [2.997, 3.302, 3.860], [4.917, 3.175, 6.571], [5.630, 3.526, 5.009], [4.756, 2.006, 5.387], [2.736, 3.689, 5.974], [4.244, 5.460, 4.049], [4.441, 5.691, 5.805], [2.586, 7.881, 5.810], [1.559, 7.686, 4.462], [3.188, 7.775, 4.149], [3.797, 3.382, 3.249], [2.357, 4.003, 3.514], [-8.316, 0.537, -1.872], [-6.872, 0.834, -1.232], [-6.782, 0.674, 0.335], [-7.934, 1.272, 0.941], [-7.840, 1.314, 2.414], [-5.831, -0.028, -1.831], [-8.633, -0.442, -1.513], [-8.309, 0.397, -2.953], [-8.982, 1.343, -1.564], [-6.768, 1.900, -1.433], [-5.805, 0.996, 0.694], [-6.758, -0.396, 0.545], [-6.908, 1.781, 2.733], [-7.953, 0.329, 2.867], [-8.664, 1.954, 2.729], [-5.027, 0.482, -1.493], [-5.815, 0.062, -2.837], [-3.951, -5.637, 3.484], [-2.818, -6.009, 2.458], [-3.183, -7.394, 1.808], [-2.336, -7.673, 0.723], [-2.545, -8.868, 0.058], [-2.688, -4.936, 1.483], [-3.616, -6.204, 4.353], [-4.874, -6.042, 3.068], [-4.126, -4.576, 3.661], [-1.845, -6.055, 2.947], [-4.238, -7.479, 1.545], [-3.019, -8.070, 2.647], [-3.473, -8.903, -0.514], [-2.638, -9.675, 0.784], [-1.639, -9.122, -0.492], [-3.612, -4.736, 1.127], [-2.366, -5.427, 0.662], [4.649, -5.161, -1.653], [4.730, -4.910, -0.092], [6.042, -5.270, 0.453], [7.070, -4.591, -0.289], [8.398, -5.230, -0.375], [4.253, -3.602, 0.132], [5.027, -6.158, -1.882], [5.268, -4.523, -2.283], [3.670, -5.258, -2.122], [4.124, -5.643, 0.441], [6.190, -6.345, 0.552], [6.300, -4.896, 1.443], [8.536, -6.300, -0.225], [8.979, -4.773, 0.426], [8.863, -4.950, -1.320], [4.297, -3.355, -0.847], [4.871, -2.938, 0.575]], "forces_ev_per_a": [[-0.65, 0.85, -1.96], [-0.46, 0.21, 2.81], [1.11, -1.01, -1.02], [0.35, -0.45, -0.11], [-0.80, 1.87, -2.26], [1.33, -0.82, 1.66], [-0.66, -0.08, 0.38], [0.22, 0.92, 0.83], [-2.68, 0.78, -1.48], [-0.90, -0.61, 5.04], [0.93, 1.99, -4.65], [2.04, -1.07, 0.64], [-0.10, 0.25, 0.74], [-0.24, -1.69, -0.20], [-0.20, -0.25, -0.34], [-0.35, -0.30, 0.12], [-0.32, -0.03, -0.03], [0.11, 0.12, -0.23], [0.00, -0.23, 0.09], [0.01, 0.02, 0.11], [0.26, 0.26, -0.15], [0.16, -0.66, 0.16], [-0.14, -0.70, 0.43], [0.38, -0.13, 0.07], [-0.54, 0.34, -0.26], [0.34, -0.07, 0.09], [0.04, -0.27, -0.20], [-0.01, 0.40, 0.47], [-0.02, 0.58, -0.36], [0.82, 0.12, -0.42], [0.09, -0.10, -0.09], [-0.13, -0.29, 0.10], [0.32, -0.66, 1.50], [1.33, 0.76, -0.96], [-1.54, 0.12, -0.42], [0.32, 1.08, 0.66], [-0.66, 0.34, -0.77], [-0.50, -0.01, 0.53], [0.27, 0.36, 0.16], [-0.07, -0.06, -0.25], [-0.24, 0.03, -0.63], [-0.21, -0.27, -0.31], [0.68, -0.16, -0.02], [-0.21, 0.12, 0.33], [0.43, -0.52, 0.43], [-0.42, -0.52, 0.10], [0.73, -0.38, 0.04], [0.21, -0.24, -0.25], [-0.47, -0.01, -0.16], [1.56, -0.58, 1.40], [-2.10, -0.23, -0.35], [-1.20, -0.86, -1.35], [1.22, 0.03, 1.40], [-0.37, 0.37, -1.63], [-0.31, 0.98, 1.01], [-0.39, 0.11, 0.34], [0.39, 0.55, -0.10], [-0.17, -0.32, -0.11], [0.61, 0.23, -0.10], [-0.03, 0.85, 0.17], [-0.29, -0.36, 0.01], [0.14, -0.09, -0.07], [0.09, -0.14, -0.16], [0.02, -0.12, 0.00], [0.99, -0.54, -0.31], [-0.15, 0.12, -0.16], [1.21, -1.31, -0.89], [-1.41, 0.67, -0.32], [0.69, 0.67, 1.23], [0.35, 1.32, 0.25], [0.00, -1.22, 0.74], [-0.23, -0.38, -0.96], [-0.83, 0.37, 0.55], [-0.19, -0.09, 0.33], [0.60, -0.09, 0.09], [-0.07, -0.41, 0.15], [-0.20, 0.30, -0.29], [0.03, -0.76, -0.07], [0.08, 0.27, -0.47], [-0.08, -0.30, 0.28], [-0.30, 0.33, -0.46], [-0.65, 0.54, 0.34], [1.03, 0.16, -0.48], [0.47, -1.88, 0.33], [-0.51, -2.11, -0.90], [3.15, 0.75, 0.57], [1.46, -1.71, -1.40], [-0.60, 1.55, 0.79], [-0.62, 1.72, -1.00], [0.38, -0.25, 0.21], [0.02, 0.45, 0.50], [-0.44, 0.67, 0.64], [-0.83, -0.13, -0.25], [0.05, -0.24, -0.67], [-1.21, 0.00, 0.72], [-1.01, -0.24, -0.15], [0.30, 0.06, 0.02], [-0.29, 0.03, -0.03], [-0.75, 1.72, 0.23], [0.39, -0.36, 0.41]], "homo_energy_ha": -0.1986, "lumo_energy_ev": -3.28, "gap_ev": 2.1281}

(2)
{"formula": "C25H63F3O25S8", "method": "ωB97M-V with the def2-TZVPD basis set", "species": ["C", "F", "F", "F", "S", "O", "O", "O", "C", "C", "C", "O", "H", "H", "H", "H", "H", "H", "H", "O", "S", "O", "O", "C", "C", "C", "H", "H", "H", "H", "H", "H", "H", "H", "O", "S", "O", "O", "C", "C", "C", "H", "H", "H", "H", "H", "H", "H", "H", "O", "S", "O", "O", "C", "C", "C", "H", "H", "H", "H", "H", "H", "H", "H", "O", "S", "O", "O", "C", "C", "C", "H", "H", "H", "H", "H", "H", "H", "H", "O", "S", "O", "O", "C", "C", "C", "H", "H", "H", "H", "H", "H", "H", "H", "O", "S", "O", "O", "C", "C", "C", "H", "H", "H", "H", "H", "H", "H", "H", "O", "S", "O", "O", "C", "C", "C", "H", "H", "H", "H", "H", "H", "H", "H"], "xyz": [[-3.498, -3.146, -1.942], [-3.382, -1.932, -2.468], [-3.421, -3.117, -0.614], [-4.725, -3.573, -2.262], [-2.112, -4.264, -2.570], [-0.881, -3.917, -1.885], [-2.452, -5.665, -2.261], [-2.065, -3.978, -3.997], [-1.182, -0.655, -0.441], [0.126, -0.472, 0.359], [-0.150, -0.046, 1.805], [0.905, -1.549, 0.142], [-1.061, -0.845, -1.505], [-1.785, 0.276, -0.403], [-1.690, -1.473, 0.066], [0.698, 0.465, 0.115], [-0.869, -0.781, 2.226], [-0.709, 0.895, 1.860], [0.757, -0.123, 2.407], [-8.463, 0.722, -0.354], [-8.108, 0.375, -1.707], [-9.140, 0.292, -2.710], [-6.919, 1.330, -2.249], [-5.842, 1.617, -1.369], [-4.505, 1.219, -1.938], [-7.249, -1.181, -1.622], [-5.989, 1.030, -0.447], [-5.949, 2.580, -0.855], [-4.267, 1.779, -2.849], [-4.659, 0.197, -2.287], [-3.638, 1.317, -1.292], [-6.530, -1.172, -0.807], [-6.708, -1.370, -2.549], [-7.942, -2.010, -1.499], [-3.656, 1.017, 5.659], [-3.288, 2.048, 4.744], [-3.874, 3.357, 4.940], [-1.686, 2.186, 4.764], [-1.086, 3.145, 3.890], [-0.027, 3.971, 4.663], [-3.552, 1.503, 3.016], [-1.792, 3.888, 3.522], [-0.485, 2.670, 3.119], [-0.339, 4.302, 5.652], [0.446, 4.796, 4.130], [0.816, 3.281, 4.773], [-2.884, 2.142, 2.444], [-4.570, 1.817, 2.800], [-3.315, 0.447, 2.957], [0.652, -5.044, 0.404], [0.063, -5.535, 1.616], [0.088, -6.969, 1.822], [0.894, -4.831, 2.805], [1.099, -3.415, 2.766], [1.663, -2.965, 4.105], [-1.553, -4.792, 1.942], [0.242, -2.837, 2.431], [1.911, -3.268, 2.049], [1.580, -1.874, 4.073], [2.698, -3.267, 4.246], [1.024, -3.306, 4.924], [-1.458, -3.785, 1.537], [-1.685, -4.737, 3.023], [-2.377, -5.361, 1.526], [-0.301, -3.052, -6.538], [0.498, -2.319, -5.585], [1.043, -2.899, -4.422], [1.757, -1.699, -6.463], [1.364, -1.136, -7.723], [2.492, -0.177, -8.090], [-0.452, -0.781, -5.204], [0.530, -0.444, -7.576], [1.165, -1.882, -8.488], [3.451, -0.672, -8.249], [2.559, 0.634, -7.372], [2.222, 0.174, -9.096], [-1.131, -0.964, -4.375], [-1.070, -0.547, -6.071], [0.227, 0.059, -5.076], [5.648, -0.131, 4.324], [5.074, 0.799, 5.280], [4.567, 2.072, 4.832], [3.962, 0.013, 6.130], [2.746, -0.442, 5.457], [1.930, 0.609, 4.735], [6.236, 1.117, 6.622], [2.203, -0.971, 6.234], [3.142, -1.141, 4.715], [1.062, 0.276, 4.162], [2.516, 1.120, 3.972], [1.555, 1.332, 5.464], [5.697, 1.829, 7.238], [7.148, 1.492, 6.168], [6.425, 0.132, 7.042], [4.294, -2.021, -0.772], [5.145, -1.429, 0.212], [6.436, -1.979, 0.578], [5.390, 0.106, -0.222], [4.336, 0.783, -0.922], [4.857, 2.216, -1.133], [4.238, -1.264, 1.760], [3.450, 0.902, -0.294], [4.078, 0.300, -1.859], [4.079, 2.894, -1.477], [5.505, 2.054, -2.000], [5.339, 2.552, -0.220], [4.461, -0.300, 2.213], [4.477, -2.038, 2.485], [3.152, -1.273, 1.632], [1.771, 1.133, -3.365], [1.105, 2.155, -2.637], [1.540, 2.557, -1.326], [1.213, 3.522, -3.483], [0.685, 4.725, -2.881], [0.211, 5.571, -4.054], [-0.720, 2.026, -2.748], [1.557, 5.207, -2.438], [-0.108, 4.616, -2.147], [-0.129, 6.528, -3.646], [-0.650, 5.084, -4.519], [0.938, 5.721, -4.847], [-0.958, 2.213, -3.793], [-1.135, 2.653, -1.969], [-0.965, 0.973, -2.610]], "forces_ev_per_a": [[1.29, -1.74, -0.49], [0.02, 0.87, 0.25], [-0.38, 0.63, 0.53], [-0.53, -0.19, -0.07], [2.84, -2.68, -0.61], [-1.42, 1.17, 0.20], [-1.35, 1.43, -0.03], [-1.00, 0.58, 0.13], [-0.05, 1.49, 0.73], [1.67, -0.03, -1.35], [-1.67, -1.67, 0.62], [-0.12, 0.33, 1.46], [0.46, -0.55, 0.14], [-0.33, -0.11, 0.29], [-0.27, -0.11, -0.34], [-0.31, 0.34, -1.15], [0.17, -0.06, 0.28], [0.50, 0.34, 0.05], [-0.05, 0.41, -0.35], [0.18, 0.37, -0.63], [0.00, -1.03, 0.27], [1.08, 0.59, 0.44], [-1.24, -0.01, -0.56], [0.32, -0.44, 3.01], [-0.51, 0.23, -1.55], [0.36, -0.25, -0.46], [0.06, -0.43, -0.32], [0.08, 0.55, -1.19], [-0.11, 0.16, 0.06], [0.59, -0.16, 0.25], [-0.29, -0.22, 0.42], [-0.09, 0.10, 0.09], [-0.07, 0.22, -0.06], [-0.27, 0.26, 0.21], [0.47, -0.09, -0.07], [-0.26, 0.51, -0.84], [0.49, -0.60, -0.44], [-0.52, -0.35, 0.21], [1.29, 2.14, 0.53], [0.70, -1.26, 0.30], [0.13, 1.18, 1.42], [-0.45, -0.53, -0.29], [-0.73, -0.45, -0.37], [-0.23, 0.02, -0.08], [-0.66, 0.12, -0.39], [-0.01, 0.12, 0.52], [0.09, -0.31, -0.27], [-0.13, -0.49, -0.09], [-0.10, -0.01, -0.20], [-0.91, -0.28, 0.74], [1.32, 0.19, -1.37], [-0.45, 1.16, 0.81], [-0.91, -1.26, 0.76], [1.81, -0.02, -0.41], [-1.30, 0.22, -0.40], [0.51, -0.14, 0.19], [-0.07, -0.17, 0.02], [-0.55, 0.34, -0.43], [0.07, -0.39, 0.00], [-0.03, -0.11, 0.07], [0.19, -0.08, 0.13], [-0.28, -0.10, -0.25], [0.15, -0.10, 0.01], [0.24, 0.00, -0.44], [0.51, 0.29, 0.48], [-1.09, 0.70, -1.12], [0.36, 0.13, -0.07], [-1.05, -0.47, 0.56], [1.05, 1.29, 0.76], [-0.23, -0.68, -1.38], [0.29, -0.43, -0.72], [-0.47, -0.60, -0.12], [-0.09, -0.14, 0.17], [0.03, -0.07, 0.47], [0.12, 0.04, -0.03], [0.08, 0.51, 0.24], [0.34, -0.23, 0.25], [0.01, -0.31, -0.08], [0.17, -0.22, 0.51], [-0.47, 1.01, 0.93], [0.28, -0.65, -0.41], [0.26, -0.52, 0.13], [0.38, 1.37, 0.28], [0.71, -0.65, -1.36], [-0.05, 0.94, 0.34], [-0.91, -0.77, -1.02], [0.00, -0.01, -0.02], [-0.28, -0.05, 0.36], [0.10, -0.69, 0.59], [0.18, 0.11, 0.24], [0.10, 0.15, -0.13], [0.38, -0.07, 0.39], [-0.09, 0.25, -0.03], [-0.01, 0.21, 0.45], [0.78, -0.04, 0.19], [-0.56, -0.32, 0.86], [-0.77, 0.70, -0.71], [0.42, -0.85, 0.31], [-0.89, 1.55, 0.67], [0.09, -1.42, -1.20], [-0.66, 0.66, 0.21], [-0.10, -0.77, 0.04], [0.01, -0.21, 0.12], [-0.21, -0.08, 0.32], [0.71, 0.82, 0.39], [0.20, 0.21, -0.20], [0.43, -0.06, -0.12], [0.47, -0.18, -0.35], [-0.05, -0.19, -0.83], [-0.21, 0.23, -0.21], [-0.79, 1.43, 0.83], [-0.39, -0.65, -0.21], [-0.23, -0.48, -0.36], [1.37, 0.71, -1.33], [-0.86, -0.10, 0.40], [1.42, -1.48, -0.10], [-0.25, 0.04, 0.45], [0.08, -0.51, 0.03], [0.07, 0.09, -0.25], [-0.04, 0.06, 0.02], [0.32, 0.00, 0.27], [-0.14, 0.62, 0.15], [-0.25, 0.08, -0.22], [0.00, 0.07, 0.53]], "homo_energy_ha": -0.0478, "lumo_energy_ev": 2.93, "charge": -2, "gap_ev": 4.2335}